[1]
134
Properties=species:S:1:pos:R:3:forces:R:3:mulliken_charge:R:1 method="wB97M-V/def2-TZVPD" charge=-1 gap_ev=7.0 e_tot_ev=-165233.9983 e_homo_ev=-5.05 fmax_ev_per_a=1.06
C -5.1623 4.5216 -3.4895 -0.2 -0.3 0.6 -1.57
C -4.6135 3.5173 -2.4975 0.1 -0.1 -0.5 1.25
C -4.2387 2.2456 -2.9302 0.0 0.1 0.4 -0.57
C -3.7704 1.3199 -2.0160 0.1 -0.2 -0.1 -0.32
C -3.6434 1.5927 -0.6517 -0.1 -0.1 -0.1 0.08
C -3.1743 0.5204 0.2851 0.2 0.0 0.0 -0.89
Ga -1.6633 1.0523 1.5546 -1.0 0.4 0.0 0.38
C -2.4584 1.3761 3.3982 0.9 -0.1 0.0 -0.89
C -1.5872 2.1754 4.3907 -0.4 0.2 -0.1 -0.20
C -0.9608 3.4713 3.8158 -0.3 0.1 0.6 -0.90
C 0.4954 3.6671 4.1597 -0.6 0.1 -0.9 0.77
F 0.8742 4.9368 3.8082 0.1 0.0 0.3 -0.35
F 0.7064 3.5326 5.4907 0.2 -0.1 0.1 -0.31
C 1.4572 2.7332 3.3850 0.7 -0.2 0.4 0.71
F 2.6518 2.6562 4.0280 -0.2 0.2 0.1 -0.29
F 1.7044 3.1953 2.1671 -0.2 0.1 -0.1 -0.26
F 1.0014 1.4896 3.2896 -0.1 0.0 0.0 -0.24
N -0.4847 -0.6031 1.7574 -0.1 -0.1 -0.8 -0.40
C 0.3480 -0.5808 0.9121 0.6 0.1 0.8 0.16
S 1.6453 -0.4410 -0.0462 -0.2 -0.2 -0.2 -0.41
C -4.0006 2.8738 -0.2411 0.0 0.0 0.1 -0.38
C -4.4689 3.8121 -1.1510 -0.2 0.2 -0.1 -0.89
H -5.1963 5.5123 -3.0347 0.2 0.1 -0.2 0.37
H -6.1970 4.2590 -3.7286 0.0 0.0 -0.2 0.31
H -4.5671 4.5171 -4.4006 0.0 0.2 -0.1 0.33
H -4.3181 1.9710 -3.9764 0.0 0.0 0.0 0.43
H -3.4997 0.3300 -2.3594 0.0 0.0 0.0 0.36
H -4.0133 0.1930 0.9093 0.0 0.0 0.0 0.48
H -2.8698 -0.3428 -0.3132 0.0 -0.1 0.1 0.26
H -0.7603 2.2368 0.9865 0.1 -0.1 0.0 -0.36
H -2.5975 0.3807 3.8337 -0.2 0.0 0.0 0.50
H -3.4465 1.8387 3.3137 0.0 0.0 -0.1 0.33
H -0.8200 1.5416 4.8356 0.1 -0.1 -0.2 0.46
H -2.2077 2.4839 5.2301 0.2 -0.1 -0.1 -0.12
H -1.4727 4.3181 4.2828 0.1 0.1 -0.1 0.49
H -1.0910 3.5860 2.7409 0.1 -0.2 -0.1 0.21
H -3.9244 3.1435 0.8080 0.1 0.0 0.0 0.30
H -4.7474 4.8092 -0.8208 0.1 0.0 0.1 0.28
F -2.8830 -4.0526 -1.2928 0.0 0.0 0.0 -0.24
C -1.7718 -4.5745 -0.7342 0.2 -0.1 0.1 0.55
C -1.2796 -4.0232 0.4317 -0.2 0.2 0.1 -0.52
C -0.1387 -4.5674 0.9999 0.0 -0.1 -0.1 -0.38
C 0.4992 -5.6423 0.3941 0.0 0.0 0.0 -0.60
C -0.0108 -6.1792 -0.7799 0.0 0.1 0.1 -0.31
C -1.1589 -5.6476 -1.3509 0.0 -0.1 -0.1 -0.48
H -1.7822 -3.1778 0.8845 0.0 0.0 0.0 0.47
H 0.2519 -4.1466 1.9165 0.0 0.1 0.0 0.40
H 1.3936 -6.0602 0.8373 0.0 0.0 0.0 0.36
H 0.4867 -7.0142 -1.2560 0.0 0.0 0.0 0.35
H -1.5763 -6.0544 -2.2628 0.0 0.0 0.0 0.41
F -4.1612 -0.7227 -4.3216 0.0 0.0 -0.2 -0.29
C -5.0555 -1.7228 -4.2216 -0.1 -0.1 0.1 0.37
C -4.5985 -3.0206 -4.1094 0.1 -0.1 0.0 -0.38
C -5.5259 -4.0464 -3.9992 -0.1 0.1 0.0 -0.56
C -6.8870 -3.7678 -4.0104 -0.1 0.0 0.0 -0.53
C -7.3200 -2.4525 -4.1265 0.1 -0.1 0.0 -0.52
C -6.4017 -1.4170 -4.2283 -0.1 0.1 0.0 -0.34
H -3.5347 -3.2164 -4.1036 0.0 0.0 0.1 0.44
H -5.1836 -5.0684 -3.9014 0.0 0.0 0.0 0.37
H -7.6060 -4.5729 -3.9272 0.2 0.2 0.0 0.63
H -8.3795 -2.2299 -4.1358 0.0 0.0 0.0 0.37
H -6.7164 -0.3848 -4.3082 0.0 0.0 0.0 0.46
F -8.6321 -6.3391 -4.2019 -0.1 -0.3 0.0 -0.28
C -9.5370 -6.7183 -5.1271 -0.1 0.0 -0.1 0.44
C -10.2878 -7.8545 -4.9038 0.0 -0.1 0.1 -0.57
C -11.2193 -8.2351 -5.8590 0.0 0.1 -0.1 -0.34
C -11.3799 -7.4858 -7.0168 0.0 0.0 0.0 -0.55
C -10.6095 -6.3486 -7.2195 0.0 -0.1 0.1 -0.34
C -9.6807 -5.9541 -6.2676 0.1 0.1 0.0 -0.34
H -10.1411 -8.4261 -3.9972 0.0 0.0 0.0 0.41
H -11.8209 -9.1197 -5.6977 0.0 0.0 0.0 0.35
H -12.1053 -7.7885 -7.7603 0.0 0.0 0.0 0.36
H -10.7303 -5.7653 -8.1225 0.0 0.0 0.0 0.35
H -9.0736 -5.0682 -6.4012 0.0 0.0 0.0 0.48
F 6.6869 -1.8302 1.1308 0.1 0.0 0.0 -0.34
C 6.3504 -0.6847 1.7727 -0.1 0.2 0.1 0.38
C 5.0158 -0.3934 1.9682 -0.1 -0.2 -0.1 -0.75
C 4.6808 0.7812 2.6274 0.2 -0.1 -0.1 -0.19
C 5.6753 1.6438 3.0702 0.0 0.0 0.0 -0.51
C 7.0110 1.3314 2.8582 -0.1 0.0 0.0 -0.52
C 7.3554 0.1549 2.2080 0.2 -0.1 0.0 -0.21
H 4.2528 -1.0712 1.6069 0.0 0.0 0.0 0.50
H 3.6436 1.0195 2.7914 -0.1 -0.1 -0.1 0.33
H 5.4046 2.5597 3.5787 0.0 0.0 0.0 0.44
H 7.7884 2.0044 3.1960 0.0 0.0 0.0 0.40
H 8.3914 -0.1088 2.0367 0.0 0.0 -0.1 0.38
F -1.1541 3.3161 -3.5027 0.0 0.1 -0.1 -0.26
C 0.0481 2.8744 -3.9101 0.1 -0.1 0.0 0.48
C 0.1663 2.3173 -5.1685 -0.1 0.0 -0.1 -0.50
C 1.4074 1.8512 -5.5781 0.0 0.0 0.1 -0.29
C 2.5026 1.9358 -4.7293 0.0 0.0 0.0 -0.64
C 2.3587 2.4985 -3.4680 -0.1 0.0 -0.1 -0.33
C 1.1258 2.9792 -3.0526 0.0 0.1 0.1 -0.51
H -0.7032 2.2472 -5.8084 0.0 0.0 0.0 0.41
H 1.5170 1.4140 -6.5621 0.0 0.0 0.0 0.35
H 3.4657 1.5602 -5.0494 0.0 0.0 0.0 0.36
H 3.2084 2.5585 -2.8011 0.0 0.0 0.0 0.45
H 0.9927 3.4217 -2.0744 -0.1 -0.1 0.0 0.45
F 12.9610 -1.3734 3.0403 0.0 0.0 0.0 -0.32
C 12.1539 -2.2993 2.4826 -0.1 -0.1 -0.1 0.38
C 10.7966 -2.0559 2.4208 -0.1 0.1 0.1 -0.52
C 9.9689 -3.0085 1.8439 0.1 -0.1 0.0 -0.11
C 10.5077 -4.1877 1.3458 0.0 0.0 0.0 -0.66
C 11.8755 -4.4127 1.4212 -0.1 0.1 0.0 -0.28
C 12.7113 -3.4620 1.9901 0.1 0.0 0.0 -0.49
H 10.3983 -1.1335 2.8226 0.0 0.0 0.0 0.49
H 8.9034 -2.8294 1.7831 0.0 0.0 0.0 0.35
H 9.8598 -4.9300 0.8992 0.0 0.0 0.0 0.40
H 12.2957 -5.3326 1.0364 0.0 0.0 0.0 0.35
H 13.7806 -3.6142 2.0529 0.0 0.0 0.0 0.41
F 10.8227 4.8245 -1.2674 0.0 0.0 0.0 -0.33
C 9.8935 3.8538 -1.1258 -0.1 -0.1 0.0 0.40
C 10.2911 2.5339 -1.1946 0.1 0.0 0.0 -0.45
C 9.3333 1.5403 -1.0446 -0.1 0.1 0.0 -0.32
C 8.0029 1.8777 -0.8379 -0.1 -0.1 0.0 -0.68
C 7.6262 3.2120 -0.7753 0.1 0.0 0.0 -0.34
C 8.5773 4.2130 -0.9160 0.0 0.1 0.0 -0.49
H 11.3328 2.2942 -1.3626 0.0 0.0 0.0 0.42
H 9.6279 0.4998 -1.0884 0.0 0.0 0.0 0.42
H 7.2597 1.1001 -0.7223 0.0 0.0 0.0 0.49
H 6.5891 3.4747 -0.6152 0.0 0.0 0.0 0.45
H 8.3073 5.2594 -0.8634 0.0 0.0 0.0 0.41
F -2.9073 2.5367 7.2024 -0.1 0.0 0.3 -0.36
C -3.3489 3.7097 7.6866 0.0 0.2 0.1 0.42
C -4.7040 3.9750 7.6701 -0.1 -0.1 0.0 -0.47
C -5.1521 5.1881 8.1725 0.1 0.0 0.0 -0.31
C -4.2475 6.1155 8.6723 0.0 0.0 0.0 -0.51
C -2.8891 5.8279 8.6734 -0.1 0.0 0.0 -0.35
C -2.4305 4.6146 8.1811 0.2 0.0 0.0 -0.39
H -5.3892 3.2409 7.2680 0.0 0.0 0.0 0.42
H -6.2111 5.4096 8.1718 0.0 0.0 0.0 0.35
H -4.6014 7.0622 9.0589 0.0 0.0 0.0 0.37
H -2.1818 6.5511 9.0569 0.0 0.0 0.0 0.35
H -1.3772 4.3671 8.1752 0.0 0.0 0.0 0.45

[2]
17
Properties=species:S:1:pos:R:3:forces:R:3:mulliken_charge:R:1 method="wB97M-V/def2-TZVPD" charge=0 gap_ev=10.4 e_tot_ev=-9440.3051 smiles="CCO[C@@H](C)C=O" e_homo_ev=-9.35 fmax_ev_per_a=1.14
C -0.5325 1.7421 -1.8695 0.1 -0.2 0.1 -1.09
C -1.1125 1.1207 -0.5835 0.0 -0.1 0.0 -0.24
O -0.2513 0.0026 -0.2002 -0.1 -1.0 -0.4 -0.33
C 0.1661 -0.6882 1.0382 -0.1 0.3 -0.2 0.42
C 0.2140 -2.2555 1.0015 -0.1 0.3 -0.2 -1.21
C 1.5717 -0.1118 1.0244 0.1 0.5 0.1 -0.13
O 1.8332 0.9867 1.4405 0.2 -0.4 0.1 -0.47
H -0.2522 0.9561 -2.5754 0.0 0.0 0.1 0.29
H -1.2692 2.3859 -2.3765 0.1 -0.2 0.4 0.37
H 0.3505 2.3605 -1.6757 -0.1 -0.2 0.1 0.28
H -1.2625 1.9384 0.1417 0.4 -0.6 0.3 0.26
H -2.1076 0.7205 -0.8206 0.2 -0.1 0.2 0.30
H -0.3692 -0.3830 1.9469 -0.1 0.3 -0.4 0.27
H 0.2540 -2.6778 2.0231 -0.1 0.6 -0.3 0.36
H -0.6536 -2.7139 0.5236 0.0 0.3 -0.1 0.31
H 1.1107 -2.6578 0.5037 -0.3 0.4 -0.1 0.33
H 2.3103 -0.7256 0.4579 0.0 0.2 0.2 0.27

[3]
7
Properties=species:S:1:pos:R:3:forces:R:3:mulliken_charge:R:1 method="wB97M-V/def2-TZVPD" charge=0 gap_ev="6.7 / 6.7" e_tot_ev=-30549.6188 smiles="O=C(OS)OCl" e_homo_ev="-9.01 / -9.01" fmax_ev_per_a=5.25
O 1.0447 -0.6661 0.4761 0.8 -0.2 0.8 -0.36
C -0.0612 -0.3069 0.4372 1.5 -0.5 -5.0 0.76
O -0.7051 -0.0068 -1.0848 0.5 0.0 3.3 -0.34
S 0.4736 0.0490 -2.1920 0.2 -0.7 -0.7 -0.03
O -0.9981 -0.0319 1.1967 -3.6 1.0 2.8 -0.25
Cl -0.9046 -0.1570 2.9518 0.5 -0.1 -1.4 0.09
H 1.1507 1.1197 -1.7851 0.1 0.5 0.1 0.12

[4]
52
Properties=species:S:1:pos:R:3:forces:R:3:mulliken_charge:R:1 method="wB97M-V/def2-TZVPD" charge=-1 gap_ev=5.6 e_tot_ev=-44728.0806 e_homo_ev=-2.86 fmax_ev_per_a=6.40
C -4.1067 -1.5090 1.0735 -0.1 0.3 -0.1 -1.36
C -3.3278 -2.8275 1.0633 1.2 0.5 -0.8 1.64
C -4.0623 -3.9026 1.8482 0.3 0.2 -0.2 -1.79
O -3.1896 -3.3237 -0.3188 -1.3 -1.0 2.3 -0.41
C -2.3242 -2.6842 -1.1232 1.1 1.0 0.7 -0.07
O -2.2860 -2.9857 -2.3068 -0.8 -0.2 -0.7 -0.67
C -1.5164 -1.7150 -0.4942 1.6 -1.8 1.3 0.03
C -0.8716 -0.6506 -1.3667 -2.4 -0.1 1.2 0.66
C 0.1882 0.1967 -0.6821 -1.0 1.0 -0.6 0.85
C -0.0907 0.9437 0.4636 0.5 -0.4 -0.4 -1.36
C 0.9093 1.6415 1.1285 0.6 -0.3 -0.8 1.05
C 2.2370 1.6271 0.6054 -1.6 -0.7 -0.9 0.27
N 3.2218 2.3490 1.2176 1.1 0.3 1.2 0.12
C 2.8941 3.3367 2.2187 -0.2 0.0 -0.1 -0.69
C 1.7924 2.8562 3.1559 0.1 0.0 0.0 -0.86
C 0.5734 2.3833 2.3843 -0.4 0.2 0.0 -0.93
C 4.5014 2.5502 0.5849 -0.3 -0.1 -0.2 -0.68
C 4.9768 1.2915 -0.1205 -0.1 -0.2 0.0 -0.87
C 3.9131 0.7610 -1.0895 0.6 0.2 -0.4 -0.97
C 2.5167 0.8722 -0.5672 -0.7 0.4 0.8 0.34
C 1.4812 0.2187 -1.2231 -0.3 -0.3 0.9 -0.74
C -1.0611 -2.0099 0.8712 -0.3 0.2 -2.2 0.14
O 0.0396 -1.8159 1.3455 0.0 0.2 0.5 -0.69
O -2.0025 -2.6291 1.6670 -1.7 -0.8 -0.3 -0.40
H -3.5750 -0.7175 0.5022 -0.4 -0.6 0.4 0.25
H -5.1043 -1.6895 0.6306 0.4 0.2 0.2 0.34
H -4.2340 -1.1754 2.1209 0.1 -0.2 -0.5 0.33
H -3.5089 -4.8342 1.8184 0.1 -0.1 0.0 0.41
H -4.1981 -3.5998 2.8851 0.1 0.1 0.0 0.38
H -5.0466 -4.0596 1.4105 0.0 0.0 -0.1 0.38
H -1.9835 -0.5884 -1.7821 0.0 2.8 2.2 -0.46
H -1.1106 0.9075 0.8481 0.3 0.1 0.1 0.43
H 3.8117 3.5368 2.7828 -0.1 0.1 0.0 0.40
H 2.5868 4.2860 1.7373 0.0 -0.1 0.1 0.30
H 2.1705 2.0337 3.7724 0.1 0.1 -0.1 0.31
H 1.5061 3.6790 3.8138 0.1 -0.1 0.1 0.38
H -0.0614 3.2397 2.1123 0.1 -0.1 0.2 0.36
H -0.0393 1.7248 3.0112 0.0 0.2 0.0 0.36
H 4.4360 3.3846 -0.1337 0.1 0.0 -0.1 0.31
H 5.2006 2.8414 1.3736 0.1 0.0 -0.1 0.39
H 5.8987 1.5227 -0.6653 0.0 -0.1 0.1 0.38
H 5.2053 0.5185 0.6260 0.0 0.2 -0.1 0.30
H 3.9812 1.3223 -2.0337 0.0 -0.1 0.1 0.32
H 4.1426 -0.2855 -1.3335 -0.1 0.2 0.0 0.38
H 1.7460 -0.3750 -2.0944 -0.3 0.1 0.0 0.43
C -2.4723 -1.4395 -5.0088 -0.7 0.2 -0.5 -1.09
C -2.3559 -0.3048 -4.0629 0.1 1.6 2.5 0.86
S -0.8347 -0.5078 -3.0605 4.3 -1.7 -4.4 -0.42
O -3.0134 0.6999 -3.8929 -0.4 -1.2 -1.0 -0.60
H -3.4810 -1.4038 -5.3918 -0.4 -0.2 -0.3 0.35
H -1.7862 -1.3198 -5.8474 0.2 0.0 0.1 0.30
H -2.2866 -2.3712 -4.4737 0.1 0.2 0.0 0.30